{
  "formula": "C5H9N",
  "method": "ωB97M-V/def2-TZVPD",
  "orbital_gap_ev": 10.3,
  "elements": ["C", "C", "C", "C", "C", "N", "H", "H", "H", "H", "H", "H", "H", "H", "H"],
  "coordinates": [[-3.034, -0.781, 0.452], [0.415, 0.186, -1.655], [0.681, 0.147, -0.364], [0.157, -0.816, 0.611], [1.548, 1.191, 0.284], [-3.077, 0.051, -0.305], [-2.913, -1.580, 1.185], [1.075, 0.903, -2.189], [0.016, -0.722, -1.948], [0.827, -1.420, 1.206], [-0.479, -1.476, -0.002], [-0.617, -0.376, 1.441], [1.971, 1.746, -0.579], [2.426, 0.880, 0.936], [1.004, 2.067, 0.926]],
  "forces_ev_per_angstrom": [[0.31, -2.57, 2.36], [2.39, 1.00, 0.97], [0.97, 1.65, 2.77], [-3.72, -0.70, 1.09], [0.54, 3.11, 0.56], [-0.29, 1.93, -1.77], [-0.24, 0.66, -0.62], [-1.23, -0.74, -0.39], [-1.27, -1.13, -1.81], [0.67, 0.08, -0.18], [0.14, -0.35, 0.60], [1.97, -0.47, -2.03], [0.20, 0.06, 0.70], [-1.25, -0.18, -0.83], [0.81, -2.35, -1.39]]
}

=====

{
  "formula": "C14H27I2InO4PS2Ti",
  "method": "ωB97M-V/def2-TZVPD",
  "orbital_gap_ev": [6.0, 5.1],
  "spin_multiplicity": 2,
  "s2": 0.89,
  "total_charge": 4,
  "elements": ["I", "I", "Ti", "In", "S", "S", "C", "C", "C", "C", "C", "C", "C", "C", "C", "C", "C", "O", "O", "O", "H", "H", "H", "H", "H", "H", "H", "H", "H", "H", "H", "H", "H", "H", "H", "H", "H", "H", "C", "P", "C", "C", "O", "H", "H", "H", "H", "H", "H", "H", "H", "H"],
  "coordinates": [[-0.430, 2.869, 1.630], [2.988, 3.189, -2.148], [1.454, 1.216, -1.812], [0.484, -1.228, -0.952], [-0.136, 2.667, -0.985], [2.250, 0.842, 0.283], [-2.119, -1.207, -1.124], [-1.644, 3.255, -2.057], [3.880, -0.213, 0.693], [-1.207, 4.054, -3.260], [-2.449, 2.018, -2.453], [-2.357, 4.122, -1.047], [5.080, 0.649, 0.351], [3.914, -1.623, 0.134], [3.666, -0.210, 2.200], [0.372, 0.439, -3.679], [1.986, -0.988, -2.680], [-3.224, -1.317, -1.376], [-0.279, -0.048, -4.517], [2.099, -2.006, -3.246], [-0.648, 3.463, -3.986], [-0.572, 4.881, -2.931], [-2.097, 4.476, -3.756], [-1.865, 1.324, -3.092], [-3.349, 2.338, -3.041], [-2.790, 1.445, -1.572], [-2.559, 3.600, -0.111], [-3.286, 4.522, -1.467], [-1.709, 4.963, -0.806], [6.007, 0.194, 0.751], [4.933, 1.622, 0.843], [5.202, 0.820, -0.736], [4.792, -2.166, 0.580], [4.026, -1.658, -0.972], [3.011, -2.218, 0.390], [4.485, -0.735, 2.709], [2.697, -0.654, 2.484], [3.665, 0.833, 2.528], [-1.753, -3.103, 1.832], [0.018, -3.221, 1.824], [0.615, -2.699, 3.394], [0.386, -4.980, 1.721], [0.827, -2.585, 0.690], [-2.064, -3.725, 2.689], [-2.147, -3.501, 0.876], [-2.024, -2.042, 1.979], [0.142, -3.349, 4.135], [1.711, -2.807, 3.412], [0.323, -1.650, 3.537], [0.033, -5.376, 0.769], [1.465, -5.126, 1.774], [-0.127, -5.419, 2.562]],
  "forces_ev_per_angstrom": [[0.07, -0.09, -1.84], [0.79, 0.01, -0.62], [0.92, -0.08, 0.52], [-1.17, -1.26, 3.61], [-0.49, 0.01, 1.60], [-0.16, -0.60, -1.44], [-3.22, -0.66, -0.74], [-1.87, -0.33, -0.13], [1.00, -0.87, 1.05], [1.04, 0.24, 0.26], [-0.17, -0.55, -0.03], [0.12, 0.47, 0.31], [-0.36, 0.79, -0.65], [-0.50, -0.56, -0.77], [-0.35, 0.19, 0.42], [-3.97, -2.00, -4.58], [2.44, -3.45, -3.41], [3.17, 0.38, 0.77], [3.45, 2.47, 4.04], [-0.35, 3.88, 2.24], [-0.09, -0.04, -0.15], [-0.12, 0.11, -0.24], [0.20, -0.23, 0.24], [-0.42, 0.51, 0.20], [0.76, -0.20, 0.52], [0.00, 0.45, -0.33], [-0.39, -0.04, -0.22], [0.10, -0.18, 0.00], [-0.15, 0.27, 0.05], [-0.53, 0.05, -0.14], [0.40, -0.16, -0.17], [0.06, -0.23, 0.51], [-0.68, 0.63, -0.39], [0.25, 0.11, 0.60], [0.61, 0.41, 0.08], [-0.15, 0.06, -0.19], [0.45, -0.04, -0.04], [0.07, -0.18, 0.33], [0.12, 0.74, -0.66], [-0.01, -3.29, 1.40], [0.26, 0.71, -0.10], [0.02, 0.92, -0.40], [-0.20, 2.66, -3.03], [-0.19, 0.31, -0.37], [-0.07, 0.10, 0.63], [-0.32, -0.53, 0.07], [0.15, 0.21, 0.16], [-0.42, 0.00, 0.18], [0.15, -0.23, 0.36], [-0.14, -0.16, 0.12], [-0.04, -0.09, 0.19], [-0.05, -0.63, 0.21]]
}

=====

Across the entries above, energy relative to the best compared isomer or geometry (same formula, charge and spin) takes the values 60.3, 65.8 kcal/mol, respectively.